38
Properties=species:S:1:pos:R:3:forces:R:3:lowdin_charge:R:1 method="wB97M-V/def2-TZVPD" gap_ev="8.0 / 6.0" s2=6.06 relative_energy_kcal_mol=0.00 total_energy_ev=-35640.54789 multiplicity=5 charge=+3
N 1.615738 1.024106 0.910510 -0.012 0.149 -0.328 -0.05
O 1.925837 2.934430 -2.029904 0.012 0.255 0.146 0.16
C 2.117180 1.956008 0.113790 -0.262 -0.001 -0.267 -0.11
H 2.945426 3.806108 -1.478672 0.086 -0.276 -0.265 0.12
C -2.230240 -3.135555 1.788736 0.003 -0.009 0.023 0.10
H -1.754470 1.138556 -5.042869 -0.022 -0.013 -0.016 0.15
H -3.669620 -0.283492 -5.777114 0.007 0.002 0.009 0.15
C -2.164797 0.379430 -4.386796 -0.066 -0.057 -0.011 0.10
H 0.702192 -0.991356 2.967405 -0.014 -0.007 -0.003 0.11
C 3.965077 3.735409 0.150137 -0.084 -0.145 0.317 -0.31
C -2.041278 -0.737372 -2.178433 0.082 0.027 0.092 -0.20
C -3.227965 -0.408381 -4.797387 0.017 0.007 0.015 0.03
C -0.657210 -2.574484 3.475225 -0.017 -0.008 -0.019 0.05
N -0.581902 -1.347920 1.408808 0.095 0.071 0.057 -0.08
O 3.774644 4.246574 -0.972941 -0.348 -0.049 -0.099 0.28
C -1.651278 -2.115905 0.954974 -0.065 -0.041 -0.044 -0.30
H -3.057967 -3.699709 1.382361 -0.002 -0.004 0.004 0.15
H 2.165720 0.461212 2.815408 0.051 0.006 0.058 0.17
H 3.972368 2.200580 2.791375 -0.031 -0.047 0.032 0.18
H -2.148657 -4.118521 3.686907 -0.004 -0.003 -0.001 0.15
H -4.537550 -2.002887 -4.188796 0.013 0.020 -0.014 0.15
H -3.540648 -2.294618 -1.958270 0.017 0.025 -0.015 0.13
C -1.563594 0.229992 -3.089947 0.001 0.013 -0.018 0.14
N -1.486782 -0.898277 -0.942091 -0.030 -0.064 0.078 -0.08
N 2.344932 1.077690 2.038570 0.097 0.085 -0.048 0.10
C -3.707482 -1.360825 -3.915240 0.038 0.068 -0.056 0.10
C 3.291195 2.016961 1.972792 0.132 0.102 0.239 0.09
C -3.130650 -1.537947 -2.610595 -0.026 -0.054 0.050 0.14
O 0.528811 1.298715 -1.441616 -0.010 -0.002 -0.050 -0.17
O 4.912934 4.215175 0.871557 -0.038 -0.171 0.081 0.42
N -2.140846 -1.921880 -0.229221 0.048 0.065 -0.033 0.11
C -0.126127 -1.590450 2.622259 -0.006 0.020 -0.043 -0.05
H -0.736014 0.874613 -2.824870 -0.038 -0.034 -0.008 0.10
C -1.727065 -3.356781 3.045105 -0.002 0.018 -0.035 0.02
C 1.498929 2.109106 -1.234847 0.036 -0.126 0.191 -0.48
C 3.175523 2.627815 0.732664 0.345 0.221 -0.011 0.00
H -0.219401 -2.703595 4.455379 -0.001 -0.002 0.002 0.14
Pt 0.017716 -0.005684 0.032525 -0.004 -0.041 -0.008 1.28